1) {
  "formula": "C3H8ClNO",
  "method": "the ωB97M-V functional and the def2-TZVPD basis",
  "homo_lumo_gap_ev": [8.70, 8.70],
  "lumo_energy_ev": [0.4360, 0.4360],
  "homo_energy_ev": [-8.26, -8.26],
  "multiplicity": 1,
  "molar_mass_g_mol": 109.556,
  "species": ["Cl", "O", "N", "C", "C", "C", "H", "H", "H", "H", "H", "H", "H", "H"],
  "positions_angstrom": [[2.8990, 0.2838, -0.1035], [1.3347, -2.1170, -0.5587], [0.2923, 0.3182, 0.2808], [1.4547, -0.2294, 0.6154], [0.1718, 1.4867, -0.4733], [-0.8884, -0.3837, 0.7971], [0.4352, -2.3815, -0.3693], [-0.4600, 2.2526, 0.1985], [-0.8279, -0.8047, 1.7938], [-0.9452, -1.2048, 0.1374], [-1.6577, 0.2690, 0.6365], [1.6228, -0.7084, 1.5947], [-0.3882, 1.3451, -1.5030], [1.2516, 1.9713, -0.6845]]
}

=====

2) {
  "formula": "C3H8ClNO",
  "method": "the ωB97M-V functional and the def2-TZVPD basis",
  "homo_lumo_gap_ev": [9.17, 8.65],
  "lumo_energy_ev": [0.2217, 0.1935],
  "homo_energy_ev": [-8.95, -8.46],
  "multiplicity": 1,
  "molar_mass_g_mol": 109.556,
  "species": ["Cl", "O", "N", "C", "C", "C", "H", "H", "H", "H", "H", "H", "H", "H"],
  "positions_angstrom": [[0.8591, -2.0948, 0.2694], [2.1535, -0.0705, 1.2189], [-0.3102, 0.8605, -0.4116], [-0.8959, 0.0582, -1.4627], [1.5237, -0.4653, 0.0868], [-0.9405, 0.6334, 0.8494], [0.0025, 0.0367, -2.3287], [2.0902, -0.3945, -0.7985], [-0.3441, 1.1460, 1.7729], [-1.7303, 0.5887, -1.9280], [-0.7152, -0.3718, 1.1946], [-1.9209, 0.9229, 0.8447], [1.4062, 0.0450, 1.8473], [-1.1781, -0.8948, -1.1545]]
}

=====

Stability ranking, top and bottom: 1) is the most stable and 2) is the least stable.

=====

1) {
  "formula": "C3H10NOS",
  "method": "the ωB97M-V functional and the def2-TZVPD basis",
  "homo_lumo_gap_ev": 6.30,
  "lumo_energy_ev": 3.3745,
  "charge": -1,
  "homo_energy_ev": -2.93,
  "multiplicity": 1,
  "molar_mass_g_mol": 108.186,
  "species": ["S", "O", "N", "C", "C", "C", "H", "H", "H", "H", "H", "H", "H", "H", "H", "H"],
  "positions_angstrom": [[-1.0598, -2.2100, 0.7907], [0.5929, 1.4648, -0.1747], [1.8511, 2.9722, -1.5389], [0.5605, -1.6106, 1.4683], [0.7358, 1.8992, -1.4174], [-1.5947, -0.6152, 0.0573], [1.4173, 3.8354, -1.8780], [-0.6570, -0.1324, -0.2483], [-0.1743, 2.4682, -1.8693], [0.9934, -0.8678, 0.8041], [1.2342, -2.4814, 1.4914], [1.6959, 3.2385, -0.5500], [0.8810, 1.0578, -2.1073], [-2.3090, -0.8986, -0.7124], [0.4346, -1.3490, 2.5159], [-1.9742, -0.0183, 0.8888]]
}

=====

2) {
  "formula": "C3H10NOS",
  "method": "the ωB97M-V functional and the def2-TZVPD basis",
  "homo_lumo_gap_ev": 6.06,
  "lumo_energy_ev": 3.3026,
  "charge": -1,
  "homo_energy_ev": -2.76,
  "multiplicity": 1,
  "molar_mass_g_mol": 108.186,
  "species": ["S", "O", "N", "C", "C", "C", "H", "H", "H", "H", "H", "H", "H", "H", "H", "H"],
  "positions_angstrom": [[-2.8864, 0.2545, 0.9468], [1.2630, -0.1018, 0.4823], [3.3634, 0.4116, -0.7774], [-1.1779, 0.6773, 0.6271], [2.6668, -0.1823, 0.4079], [-3.1380, -0.9164, -0.4010], [2.6540, 0.2743, -1.5743], [-2.3350, -0.7120, -1.1674], [-1.0927, 1.8095, 0.4160], [3.1238, -1.1745, 0.4365], [-0.4396, 0.3288, 1.4355], [-4.1933, -0.6495, -0.8623], [3.0835, 0.1498, 1.3889], [-3.1615, -1.9864, -0.2104], [-0.8290, 0.3913, -0.4398], [3.0988, 1.4257, -0.7085]]
}

=====

Stability ranking, top and bottom: 1) is the most stable and 2) is the least stable.

=====

1) {
  "formula": "C3H10NOS",
  "method": "the ωB97M-V functional and the def2-TZVPD basis",
  "homo_lumo_gap_ev": 5.92,
  "lumo_energy_ev": 3.3201,
  "charge": -1,
  "homo_energy_ev": -2.60,
  "multiplicity": 1,
  "molar_mass_g_mol": 108.186,
  "species": ["S", "O", "N", "C", "C", "C", "H", "H", "H", "H", "H", "H", "H", "H", "H", "H"],
  "positions_angstrom": [[3.0602, -0.1741, -0.7879], [-1.1443, 0.2291, -0.2917], [-3.2017, 0.2576, 1.0713], [1.6477, -0.5296, -1.9385], [-1.7736, -0.2489, 0.7718], [2.0466, 0.3457, 0.6507], [1.7261, -0.7082, -3.0277], [-1.2756, 0.2171, 1.6761], [-3.7238, 0.4568, 0.2205], [-3.1016, 1.1918, 1.4646], [2.6531, 0.4800, 1.5652], [1.5358, 1.2735, 0.3418], [1.2950, -0.4554, 0.8322], [1.0250, 0.4107, -1.7518], [-1.8099, -1.3769, 0.7875], [1.0409, -1.3693, -1.5842]]
}

=====

2) {
  "formula": "C3H10NOS",
  "method": "the ωB97M-V functional and the def2-TZVPD basis",
  "homo_lumo_gap_ev": 6.05,
  "lumo_energy_ev": 3.5284,
  "charge": -1,
  "homo_energy_ev": -2.52,
  "multiplicity": 1,
  "molar_mass_g_mol": 108.186,
  "species": ["S", "O", "N", "C", "C", "C", "H", "H", "H", "H", "H", "H", "H", "H", "H", "H"],
  "positions_angstrom": [[-1.5038, -0.0027, 1.2378], [1.0185, 0.9267, -1.2738], [1.8788, 0.2612, 0.8530], [1.8860, 0.1275, -0.6707], [-1.1735, -1.5497, 0.3900], [-1.8472, 1.0401, -0.1973], [-1.3924, 2.0097, -0.0392], [1.7143, -0.9641, -0.8331], [1.2130, 1.0011, 1.0482], [-1.0953, -2.3453, 1.1362], [-2.9041, 1.1923, -0.3915], [-2.0049, -1.7746, -0.2726], [2.9450, 0.3540, -0.9626], [2.7839, 0.6402, 1.1161], [-0.2062, -1.5237, -0.1067], [-1.3119, 0.6073, -1.0337]]
}

=====

3) {
  "formula": "C3H10NOS",
  "method": "the ωB97M-V functional and the def2-TZVPD basis",
  "homo_lumo_gap_ev": 6.64,
  "lumo_energy_ev": 3.9166,
  "charge": -1,
  "homo_energy_ev": -2.72,
  "multiplicity": 1,
  "molar_mass_g_mol": 108.186,
  "species": ["S", "O", "N", "C", "C", "C", "H", "H", "H", "H", "H", "H", "H", "H", "H", "H"],
  "positions_angstrom": [[0.8541, -0.7326, -1.0858], [2.7334, 2.3069, -0.1549], [-2.3063, -1.4818, 0.7970], [0.4636, -0.3486, 0.6726], [-0.8102, 0.5804, 0.8452], [-2.0234, -0.1218, 0.2588], [2.5768, 1.4353, -0.5512], [1.3243, 0.2393, 0.9755], [-1.3999, -1.9292, 0.7801], [-0.4995, 1.4279, 0.2296], [0.3102, -1.1514, 1.4213], [-2.9392, 0.4946, 0.2702], [-0.8813, 1.0081, 1.8491], [-1.7740, -0.2460, -0.8017], [-2.9111, -1.9562, 0.1456], [2.7116, 2.8841, -0.9369]]
}

=====

4) {
  "formula": "C3H10NOS",
  "method": "the ωB97M-V functional and the def2-TZVPD basis",
  "homo_lumo_gap_ev": 6.85,
  "lumo_energy_ev": 4.1003,
  "charge": -1,
  "homo_energy_ev": -2.75,
  "multiplicity": 1,
  "molar_mass_g_mol": 108.186,
  "species": ["S", "O", "N", "C", "C", "C", "H", "H", "H", "H", "H", "H", "H", "H", "H", "H"],
  "positions_angstrom": [[-1.3215, -1.1570, -0.1667], [-3.0449, 1.7915, 0.7900], [3.1745, -0.2047, 0.5580], [1.9819, -0.3801, -0.3009], [-0.3611, 0.2124, -0.9275], [0.8452, 0.6079, -0.0727], [-3.4554, 1.0611, 1.2620], [2.8266, -0.2231, 1.5133], [-2.3572, 1.3063, 0.2995], [1.5544, -1.3541, -0.0706], [1.1945, 1.5926, -0.3885], [-0.9408, 1.1160, -1.1416], [0.5245, 0.5636, 0.9719], [-0.0157, -0.1439, -1.9034], [3.4905, 0.7563, 0.4453], [2.2847, -0.4072, -1.3462]]
}

=====

Stability ranking, top and bottom: 4) is the most stable and 1) is the least stable.

=====

1) {
  "formula": "C3H10NOS",
  "method": "the ωB97M-V functional and the def2-TZVPD basis",
  "homo_lumo_gap_ev": 6.60,
  "lumo_energy_ev": 3.5365,
  "charge": -1,
  "homo_energy_ev": -3.06,
  "multiplicity": 1,
  "molar_mass_g_mol": 108.186,
  "species": ["S", "O", "N", "C", "C", "C", "H", "H", "H", "H", "H", "H", "H", "H", "H", "H"],
  "positions_angstrom": [[2.8053, 0.3216, 0.6465], [-0.8541, -0.4430, 0.0997], [-2.9952, -0.4874, -0.9129], [-1.9044, 0.3136, -0.2534], [2.0449, -1.3185, 0.6397], [1.4240, 1.4512, 0.2528], [-2.9319, -0.4336, -1.9273], [1.8433, 2.1745, -0.4406], [-2.6444, -1.4207, -0.7067], [2.4783, -1.8762, 1.4548], [-2.3443, 0.8074, 0.6233], [0.9590, -1.2900, 0.7541], [-1.6869, 1.1630, -0.9478], [0.5798, 0.8234, -0.1044], [1.0490, 1.9514, 1.1480], [2.1774, -1.7366, -0.3256]]
}

=====

2) {
  "formula": "C3H10NOS",
  "method": "the ωB97M-V functional and the def2-TZVPD basis",
  "homo_lumo_gap_ev": 7.01,
  "lumo_energy_ev": 4.1518,
  "charge": -1,
  "homo_energy_ev": -2.85,
  "multiplicity": 1,
  "molar_mass_g_mol": 108.186,
  "species": ["S", "O", "N", "C", "C", "C", "H", "H", "H", "H", "H", "H", "H", "H", "H", "H"],
  "positions_angstrom": [[1.6335, 0.2131, -0.8391], [1.6599, -2.9023, -1.9847], [0.1518, 1.2794, 1.7268], [-1.2074, -0.4362, 0.8677], [-0.0725, 0.7877, -0.9191], [-0.6638, 0.9983, 0.5204], [-0.7098, 0.2161, -1.5928], [-1.4524, 1.7629, 0.4829], [-2.0460, -0.7301, 0.2046], [0.0692, 2.3133, 1.8429], [1.4943, -3.0336, -1.0411], [-0.3900, -1.1309, 0.7488], [1.1394, 1.0920, 1.4124], [1.9180, -1.9576, -1.9426], [-1.4996, -0.3618, 1.9424], [-0.0246, 1.8898, -1.4293]]
}

=====

3) {
  "formula": "C3H10NOS",
  "method": "the ωB97M-V functional and the def2-TZVPD basis",
  "homo_lumo_gap_ev": 7.07,
  "lumo_energy_ev": 4.0443,
  "charge": -1,
  "homo_energy_ev": -3.03,
  "multiplicity": 1,
  "molar_mass_g_mol": 108.186,
  "species": ["S", "O", "N", "C", "C", "C", "H", "H", "H", "H", "H", "H", "H", "H", "H", "H"],
  "positions_angstrom": [[-0.6678, 0.9315, -1.3328], [2.0521, 0.7576, 0.1005], [-1.8976, 0.6574, 1.6274], [-1.4522, -0.5272, -0.5620], [-1.3546, -0.5255, 0.9699], [2.8895, 0.0701, -0.7867], [-0.2974, -0.5986, 1.2234], [-1.5370, 1.4601, 1.1149], [-1.8575, -1.4174, 1.3696], [-2.9036, 0.6831, 1.5075], [-2.5077, -0.5330, -0.8605], [-1.0089, -1.4669, -0.9154], [1.1718, 0.8680, -0.3771], [2.3119, -0.5990, -1.4377], [3.4469, 0.7588, -1.4308], [3.6119, -0.5188, -0.2103]]
}

=====

Stability ranking, top and bottom: 3) is the most stable and 1) is the least stable.

=====

1) {
  "formula": "C2HCl2N3",
  "method": "the ωB97M-V functional and the def2-TZVPD basis",
  "homo_lumo_gap_ev": 9.56,
  "lumo_energy_ev": -1.6402,
  "homo_energy_ev": -11.20,
  "multiplicity": 1,
  "molar_mass_g_mol": 137.957,
  "species": ["Cl", "Cl", "N", "N", "N", "C", "C", "H"],
  "positions_angstrom": [[-0.5261, -2.3009, -0.6008], [-1.7287, -0.0841, 0.9441], [0.4305, 1.2240, -1.1995], [1.0630, 1.2066, 0.0154], [-0.4212, 0.3051, -1.3167], [-0.3852, -0.4983, -0.1748], [0.6968, 0.1788, 0.6194], [0.8711, -0.0312, 1.7131]]
}

=====

2) {
  "formula": "C2HCl2N3",
  "method": "the ωB97M-V functional and the def2-TZVPD basis",
  "homo_lumo_gap_ev": 9.49,
  "lumo_energy_ev": 0.3488,
  "homo_energy_ev": -9.14,
  "multiplicity": 1,
  "molar_mass_g_mol": 137.957,
  "species": ["Cl", "Cl", "N", "N", "N", "C", "C", "H"],
  "positions_angstrom": [[0.9503, -0.2450, 2.3988], [1.9363, -0.5054, -0.3539], [-1.2132, -0.0472, -0.8463], [-0.3837, 0.4432, -1.5528], [0.3190, 0.9318, -2.2631], [0.5252, -0.1816, 0.7769], [-0.7725, -0.1631, 0.4805], [-1.3613, -0.2328, 1.3598]]
}

=====

Stability ranking, top and bottom: 1) is the most stable and 2) is the least stable.

=====

1) {
  "formula": "C5H10N",
  "method": "the ωB97M-V functional and the def2-TZVPD basis",
  "homo_lumo_gap_ev": [6.76, 8.04],
  "lumo_energy_ev": [-3.6121, -6.8288],
  "charge": 1,
  "homo_energy_ev": [-10.38, -14.87],
  "multiplicity": 3,
  "molar_mass_g_mol": 84.142,
  "s2": 2.0053,
  "species": ["N", "C", "C", "C", "C", "C", "H", "H", "H", "H", "H", "H", "H", "H", "H", "H"],
  "positions_angstrom": [[0.5760, 1.3981, 0.1748], [1.1913, -1.0432, -0.2980], [0.3910, 0.1584, -0.6471], [-2.2638, 0.2482, -0.2657], [-1.2330, -0.4240, -0.6092], [1.1957, -1.3465, 1.0066], [1.7304, -2.1536, 1.4363], [-2.0846, 1.2566, 0.1569], [0.5997, 0.4503, -1.6304], [0.4412, 1.1458, 1.1690], [0.6940, -0.7575, 1.7224], [-0.1740, 2.0509, -0.0581], [1.8425, -1.3762, -1.0896], [-3.3567, 0.0084, -0.0523], [-1.1168, -1.3035, -1.1893], [1.5671, 1.6876, 0.1738]]
}

=====

2) {
  "formula": "C5H10N",
  "method": "the ωB97M-V functional and the def2-TZVPD basis",
  "homo_lumo_gap_ev": [11.01, 8.37],
  "lumo_energy_ev": [-2.9508, -7.9421],
  "charge": 1,
  "homo_energy_ev": [-13.96, -16.31],
  "multiplicity": 3,
  "molar_mass_g_mol": 84.142,
  "s2": 2.0067,
  "species": ["N", "C", "C", "C", "C", "C", "H", "H", "H", "H", "H", "H", "H", "H", "H", "H"],
  "positions_angstrom": [[0.9152, -0.1325, 0.3131], [-0.9485, -0.6421, -1.1107], [2.3412, -0.1908, -0.5213], [-0.9513, 1.4613, 0.4249], [-0.3747, 0.0515, 0.1121], [0.1293, -0.7381, 1.3291], [-0.5238, 1.7774, 1.3532], [-1.9833, -0.8602, -0.8145], [-0.3927, -1.5227, -1.4702], [-0.7070, 1.9551, -0.4629], [0.0276, -0.2855, 2.3336], [2.1490, 0.0884, -1.4978], [-2.0400, 1.3781, 0.7202], [3.1700, -0.6324, -0.1535], [0.1998, -1.7978, 1.3933], [-1.0108, 0.0905, -1.9485]]
}

=====

Stability ranking, top and bottom: 2) is the most stable and 1) is the least stable.